(1)
ORCA calculation (wB97M-V/def2-TZVPD) on a structure of composition C29H69Br6NO17P4 at a distorted geometry.

Relative energy (zero: lowest compared OMol25 entry of this formula, charge and spin) ... 0.000 eV
E_tot ... -524910.0703 eV
Net charge ... 0
Orbital gap ... 9.405 eV

```
126
Properties=species:S:1:pos:R:3:mulliken_charge:R:1
C -1.40191 -4.66095 -1.65227 0.1077
O -2.34986 -4.11928 -1.11897 -0.5414
N -0.66273 -4.10630 -2.62948 0.2699
C 0.48207 -4.77931 -3.22605 -0.8918
C -1.05600 -2.86835 -3.28143 -0.7831
H -0.99886 -5.61300 -1.27430 0.2815
H 0.72368 -5.76034 -2.84118 0.3340
H 1.33982 -4.09842 -3.12175 0.2646
H 0.34617 -4.75174 -4.31335 0.3182
H -1.24594 -3.04019 -4.34014 0.3405
H -1.96173 -2.55510 -2.76999 0.0581
H -0.24886 -2.15218 -3.11478 0.2778
C -5.53779 -0.90320 -2.05135 -0.4452
Br -6.63294 0.65006 -1.55994 -0.0801
Br -5.82469 -2.29229 -0.70771 -0.0331
Br -3.69358 -0.36587 -1.93851 0.0846
H -5.81805 -1.26510 -3.02645 0.4825
C -1.56372 -1.49889 0.91302 -0.0971
Br -1.62569 -3.07811 2.05615 -0.0198
Br 0.29005 -1.00417 0.55220 0.2416
Br -2.51696 -0.08770 1.87005 0.0230
H -2.05322 -1.69358 -0.03025 -0.0306
C 3.28363 -0.34877 -4.76784 -1.5075
C 3.53125 0.08942 -3.33864 0.6105
O 4.72708 -0.47093 -2.78546 -0.1614
P 5.43975 0.08391 -1.48427 0.8438
O 5.45721 1.53209 -1.34709 -0.7241
O 4.75234 -0.67771 -0.28854 -0.2640
C 3.45356 -0.44772 0.29242 0.1581
C 3.28798 0.88647 1.00346 -0.8508
O 6.79362 -0.70065 -1.51212 -0.2994
C 7.67990 -0.66591 -2.66584 -0.1677
C 8.03277 -2.09290 -3.03774 -1.1803
H 2.29843 -0.06161 -5.11945 0.3630
H 4.01067 0.19490 -5.38343 0.3955
H 3.49072 -1.40690 -4.92485 0.3576
H 3.51377 1.17611 -3.26714 0.0404
H 2.68473 -0.28858 -2.74926 -0.1188
H 2.76069 -0.68262 -0.51742 -0.0274
H 3.37416 -1.15331 1.12250 0.1300
H 3.99287 1.10119 1.79891 0.3497
H 3.38343 1.66222 0.23975 0.1143
H 2.26302 1.01819 1.35611 0.2670
H 7.14726 -0.23118 -3.51757 0.2539
H 8.54908 -0.04806 -2.44530 0.3339
H 8.61801 -2.60787 -2.27430 0.3290
H 7.15480 -2.72861 -3.15479 0.2988
H 8.57356 -2.05230 -3.98625 0.3576
C 2.36381 -4.28512 0.10376 -0.5385
C 1.81120 -5.54449 0.73907 -0.0216
O 2.86770 -6.15978 1.47755 -0.3652
P 2.99373 -6.22441 3.04982 0.8006
O 3.86543 -5.22257 3.64003 -0.7151
O 3.40755 -7.72708 3.24389 -0.3414
C 4.47527 -8.06592 4.20022 -0.2794
C 5.62730 -8.62585 3.41914 -1.1013
O 1.49494 -6.20655 3.60529 -0.2849
C 0.96254 -4.96599 4.10676 0.2364
C -0.49875 -5.23128 4.40032 -1.5493
H 1.74829 -3.96536 -0.74047 0.0892
H 2.44896 -3.50111 0.85171 0.0328
H 3.34995 -4.46129 -0.32804 0.4393
H 0.94636 -5.33786 1.36974 0.2100
H 1.49657 -6.23805 -0.04237 0.1705
H 4.70283 -7.17198 4.78083 0.3533
H 3.96391 -8.75269 4.87683 0.3007
H 5.35317 -9.52648 2.87594 0.2782
H 6.05693 -7.83662 2.80315 0.2887
H 6.44781 -8.92623 4.08076 0.3835
H 1.36541 -4.77953 5.10572 0.3016
H 1.13826 -4.11232 3.45568 0.1826
H -1.08133 -4.36660 4.72220 0.4519
H -1.08837 -5.61841 3.55573 0.3031
H -0.61218 -6.03308 5.13283 0.3619
C -7.39520 4.28413 -0.12739 -0.7723
C -6.78769 5.55430 0.42313 -0.2921
O -6.75644 5.49696 1.84818 -0.2965
P -5.48904 5.95917 2.67520 0.7190
O -5.03667 7.31753 2.39880 -0.7667
O -6.04667 5.71474 4.12056 -0.2637
C -5.33779 5.85870 5.36972 -0.1435
C -5.74907 7.15339 6.05865 -1.2090
O -4.40406 4.81360 2.40789 -0.0977
C -4.84098 3.44357 2.39191 -0.1445
C -3.99481 2.62852 3.34478 -0.8687
H -8.37039 4.11144 0.32356 0.2800
H -7.40370 4.30875 -1.21800 0.4267
H -6.75258 3.42705 0.09117 -0.0442
H -5.75361 5.65681 0.07635 0.2950
H -7.32618 6.43185 0.06726 0.3339
H -5.56069 5.02710 6.04087 0.2756
H -4.27397 5.87038 5.10462 0.3106
H -6.74651 7.04753 6.48455 0.3151
H -5.03053 7.41494 6.83722 0.3531
H -5.75819 7.97102 5.33717 0.3096
H -5.89794 3.29543 2.62181 0.5680
H -4.74325 3.02223 1.38685 0.1117
H -4.45828 1.63013 3.33630 0.3428
H -2.96865 2.53027 2.99103 -0.0366
H -3.92602 2.87286 4.40461 0.2597
C -2.27104 3.54044 -5.75620 -1.1305
C -2.21845 3.84716 -4.27937 -0.1425
O -0.87326 4.22447 -3.95240 -0.4071
P -0.03363 3.43671 -2.88111 0.6296
O 0.28536 2.04050 -3.18783 -0.3448
O 1.19762 4.39308 -2.77945 -0.3298
C 2.29700 4.30259 -1.84404 0.3390
C 2.82778 5.67093 -1.44881 -1.4104
O -0.85050 3.70026 -1.54305 -0.2945
C -0.98259 2.67451 -0.54279 0.8650
C -1.11917 3.31021 0.81829 -1.1443
H -3.09152 2.91391 -6.10865 0.3421
H -2.16454 4.39825 -6.41942 0.3051
H -1.38722 2.93715 -6.00108 0.2915
H -2.80982 4.73912 -4.04815 0.3011
H -2.68302 3.06032 -3.68028 0.2181
H 2.04283 3.65134 -1.00307 0.0630
H 3.06875 3.78228 -2.41472 0.1524
H 3.24632 6.10839 -2.35626 0.3258
H 2.02663 6.31116 -1.08917 0.3458
H 3.65092 5.43698 -0.77468 0.3909
H -1.79206 1.96352 -0.73742 -0.1567
H -0.07676 2.05883 -0.51633 -0.0631
H -0.18909 3.83131 1.07728 0.3202
H -1.88764 4.08101 0.91305 0.3038
H -1.25478 2.59494 1.63342 0.2138
```


(2)
ORCA calculation (wB97M-V/def2-TZVPD) on a cluster of 5 separate species, C29H69N4O12P2S in total at a distorted geometry.

E_tot ... -91121.2382 eV
Net charge ... +1
Orbital gap ... 7.181 eV

```
117
Properties=species:S:1:pos:R:3:mulliken_charge:R:1
C -4.97294 -4.18359 1.33351 -1.1660
C -3.46927 -4.30146 1.57270 -0.4904
P -2.60889 -5.10495 0.15104 -0.0615
C -1.75618 -6.47840 0.94069 -1.2098
N -1.22876 -4.01982 -0.03857 0.1993
C -1.35904 -2.80785 -0.54362 0.0203
N -0.36924 -1.91765 -0.73939 -0.1776
C -0.92300 -0.87106 -1.30669 0.0686
P 0.12037 0.52931 -1.82637 0.6817
S 0.76989 0.33901 -3.62623 -0.3370
N -2.24741 -1.02641 -1.45997 -0.1627
N -2.52832 -2.28189 -0.98396 0.1595
H -5.49936 -5.05895 1.69598 0.3574
H -5.22043 -4.03917 0.28475 0.3182
H -5.36960 -3.33633 1.88513 0.3403
H -3.01635 -3.32839 1.75127 0.3279
H -3.27683 -4.87461 2.47606 0.5160
H -2.50461 -7.03429 1.49742 0.4172
H -1.29670 -7.11867 0.19718 0.3059
H -1.00792 -6.14180 1.65469 0.4321
H -0.28344 -4.31212 0.16265 0.2992
H 1.06721 0.45677 -0.80907 -0.1097
H -0.60390 1.69487 -1.56647 -0.2252
H -2.93355 -0.41202 -1.86432 0.1913
H -3.44131 -2.70971 -0.99247 0.1664
C 1.30593 -9.93789 -2.09838 -0.7750
O 1.75462 -8.69456 -2.59093 -0.2784
C 2.19951 -8.71424 -3.93696 -0.5388
C 1.64864 -7.56600 -4.74779 -0.1921
O 0.25507 -7.61602 -4.99231 -0.4390
C -0.64668 -7.35429 -3.94221 -0.4732
C -0.68354 -5.92035 -3.46830 -0.3151
O 0.47538 -5.55980 -2.73455 -0.1851
C 0.99203 -4.28228 -3.02711 -0.7368
H 2.13983 -10.57206 -1.78057 0.3010
H 0.67171 -9.73976 -1.23446 0.1875
H 0.71525 -10.47704 -2.84542 0.3939
H 1.92697 -9.65826 -4.41762 0.3562
H 3.29348 -8.63106 -3.95013 0.3740
H 2.10360 -7.64008 -5.73773 0.4102
H 1.95192 -6.60599 -4.32317 0.0042
H -0.50155 -8.03433 -3.09851 0.1175
H -1.63095 -7.56357 -4.36834 0.4112
H -1.56405 -5.81327 -2.81534 0.1923
H -0.81454 -5.25703 -4.33021 0.3863
H 0.94408 -4.04446 -4.09390 0.4540
H 2.03714 -4.26220 -2.72035 0.2621
H 0.46358 -3.49468 -2.47893 0.0957
C -4.11082 8.37109 -3.05104 -0.7898
O -2.89684 7.67482 -3.23629 -0.3129
C -1.91327 7.90878 -2.24970 -0.6892
C -1.26724 6.63025 -1.77401 -0.3215
O -2.11239 5.76803 -1.02740 -0.2095
C -3.17272 5.09267 -1.68054 -0.5554
C -2.77831 4.02692 -2.68151 0.4926
O -2.24429 4.55258 -3.87616 -0.3325
C -1.13352 3.86642 -4.42272 -0.6483
H -4.04267 9.40255 -3.41046 0.3060
H -4.87593 7.85206 -3.62632 0.2437
H -4.41112 8.38085 -1.99810 0.3670
H -2.34037 8.44012 -1.39327 0.3509
H -1.12032 8.53658 -2.67597 0.4133
H -0.48076 6.91835 -1.07144 0.4010
H -0.78401 6.10429 -2.60025 0.1466
H -3.87826 5.79398 -2.12916 0.1133
H -3.70064 4.57718 -0.87153 0.4466
H -3.68821 3.45805 -2.92614 0.4643
H -2.06307 3.34091 -2.20566 -0.5586
H -0.43736 3.53422 -3.64360 0.2356
H -0.60771 4.55406 -5.08185 0.3011
H -1.45348 2.99717 -5.00762 0.2787
C -0.46769 6.06476 6.48916 -0.8129
O -0.54866 4.90077 5.69381 -0.2870
C -1.70892 4.11902 5.88769 -0.5494
C -2.34220 3.69826 4.58200 -0.1686
O -2.93258 4.73680 3.82926 -0.4613
C -2.11137 5.68912 3.17815 -0.5049
C -1.31147 5.16333 2.01477 -0.1784
O -0.23321 4.33669 2.44285 -0.3103
C -0.03022 3.19460 1.68073 -0.7652
H -0.10660 5.83929 7.49770 0.3065
H 0.23855 6.73988 6.00865 0.2369
H -1.43670 6.56813 6.56209 0.3817
H -2.44759 4.65776 6.48875 0.3516
H -1.43352 3.20416 6.43027 0.3759
H -3.17676 3.04096 4.84128 0.4121
H -1.63733 3.11145 3.98416 -0.0218
H -1.46680 6.21788 3.88371 0.1247
H -2.81305 6.41667 2.76500 0.4505
H -0.89243 6.01878 1.47615 0.2497
H -1.96883 4.62654 1.32608 0.1330
H -0.98477 2.72968 1.38666 0.3290
H 0.53146 2.48281 2.28858 0.2644
H 0.55094 3.41792 0.77346 0.3877
C 7.11518 2.35313 2.30105 -0.7927
O 6.81719 0.98961 2.09570 -0.3104
C 6.94427 0.16895 3.24081 -0.5079
C 5.76626 -0.75904 3.41638 -0.2783
O 4.54579 -0.12477 3.75327 -0.4697
C 3.85811 0.63088 2.78108 -0.3930
C 3.24164 -0.17491 1.66151 0.1562
O 4.20098 -0.68095 0.75617 -0.3110
C 3.99244 -2.00748 0.33506 -0.7835
H 8.19384 2.53898 2.27441 0.3113
H 6.64527 2.91549 1.49529 0.2330
H 6.71628 2.71169 3.25531 0.3723
H 7.06212 0.77739 4.14261 0.3368
H 7.84100 -0.45518 3.13390 0.3811
H 5.99321 -1.39029 4.27850 0.4102
H 5.65648 -1.41758 2.55118 0.0546
H 4.47229 1.43860 2.37679 0.1875
H 3.02989 1.09127 3.32729 0.2866
H 2.57554 0.50076 1.10225 -0.1600
H 2.63854 -0.98808 2.08418 0.4204
H 3.66279 -2.64368 1.16433 0.3881
H 4.94271 -2.38819 -0.03485 0.2595
H 3.25338 -2.06545 -0.47519 0.2483
```


(3)
ORCA calculation (wB97M-V/def2-TZVPD) on a cluster of 14 separate species, C29H71BN15O30 in total at a distorted geometry.

E_tot ... -115635.1529 eV
Net charge ... +1
Orbital gap ... 9.209 eV

```
146
Properties=species:S:1:pos:R:3:mulliken_charge:R:1
C 0.91343 5.33762 -2.12049 -1.5427
C -0.27339 4.59156 -1.47440 0.3132
C 0.09595 4.30016 -0.01968 -2.0153
C -1.03121 3.60815 0.71427 -0.5774
N -1.21840 2.21697 0.31608 0.9364
C -0.44781 1.46504 -0.47751 -0.2799
N -0.98885 0.29482 -0.61747 0.3895
C -0.53630 -0.87498 -1.38701 -0.5559
C 0.92148 -0.74915 -1.88018 -1.1121
C 1.23640 -2.10569 -2.48747 -0.3827
O 1.40200 -3.02188 -1.41779 -0.3488
C 2.13648 -4.14384 -1.92050 -0.6871
C -2.19214 0.20894 0.11680 -0.3686
B -3.18651 -0.98712 0.22940 0.8530
O -2.81620 -2.29478 -0.02738 -0.6465
O -4.50029 -0.76672 0.58465 -0.6480
C -2.27639 1.43424 0.70407 0.0294
C -3.36308 1.87680 1.64401 -1.1212
C -3.01430 1.34544 3.08415 -0.8393
C -2.37823 2.43182 3.98788 0.1188
C -3.06707 2.50812 5.36561 -0.8511
O -2.13699 2.07055 6.36077 -0.3210
C -2.43841 2.69727 7.60137 -0.7857
H 1.21248 6.10110 -1.40167 0.2913
H 0.65222 5.79584 -3.06978 0.3566
H 1.75763 4.65869 -2.20816 0.3573
H -1.13757 5.24825 -1.55617 0.3501
H -0.44150 3.67318 -2.04769 0.1840
H 0.34947 5.23749 0.45960 0.7378
H 0.99785 3.67917 -0.07138 0.5880
H -1.93932 4.14393 0.42631 0.6639
H -0.95606 3.74451 1.78649 -0.2303
H 0.47363 1.78046 -0.93217 0.8089
H -0.56399 -1.75158 -0.75012 0.5639
H -1.21069 -0.96920 -2.23604 0.1679
H 0.95143 0.06039 -2.61166 0.4843
H 1.53524 -0.53253 -1.00691 0.4446
H 2.14166 -2.03074 -3.09353 0.5881
H 0.37935 -2.44020 -3.08430 -0.0624
H 3.16547 -3.83350 -2.11989 0.3731
H 2.15140 -4.95289 -1.19588 0.2758
H 1.63391 -4.45293 -2.83792 0.1271
H -3.17253 -2.56545 -0.88223 0.2617
H -4.96625 -0.25475 -0.08890 0.3344
H -3.42950 2.96125 1.63960 0.5087
H -4.29044 1.40908 1.34591 0.5824
H -3.90391 0.90255 3.52163 0.6289
H -2.26160 0.56899 2.95605 0.2454
H -1.33207 2.22419 4.18817 0.0324
H -2.41334 3.41093 3.51161 0.2240
H -3.36787 3.54271 5.55365 0.4300
H -3.94835 1.86514 5.44047 0.3051
H -1.98357 3.69424 7.62903 0.3030
H -2.02018 2.12101 8.42350 0.2440
H -3.51420 2.81245 7.75039 0.3403
C -3.40108 3.27428 -2.87867 -0.7118
N -3.53614 4.43254 -3.80294 1.0091
O -3.68387 5.53071 -3.30636 -0.5627
O -3.48647 4.19293 -4.98735 -0.5709
H -3.46145 3.63771 -1.85810 0.2551
H -4.21291 2.58280 -3.09003 0.5031
H -2.43542 2.81540 -3.07006 0.0730
C -3.53226 -1.92293 -4.08013 -0.6199
N -4.08735 -0.55286 -4.28267 1.0166
O -4.63510 -0.01280 -3.33493 -0.6158
O -3.95301 -0.06642 -5.37848 -0.5728
H -3.72677 -2.22725 -3.05821 0.1654
H -4.02582 -2.58726 -4.78147 0.5629
H -2.46565 -1.87651 -4.28039 0.0693
C 2.27047 3.67480 5.05749 -0.7562
N 1.55513 4.11773 3.82430 1.0016
O 0.71206 3.37027 3.36357 -0.5552
O 1.85288 5.19511 3.35180 -0.5973
H 1.89684 2.70679 5.35681 0.2672
H 3.32796 3.62565 4.82039 0.2678
H 2.07389 4.41966 5.82441 0.3073
C 3.02843 -0.56542 7.02984 -0.3197
N 2.97872 0.60771 6.11838 1.0201
O 2.85691 1.71396 6.61068 -0.6092
O 3.06439 0.39433 4.92378 -0.5322
H 2.93968 -0.21788 8.05080 0.1183
H 2.19909 -1.21729 6.77013 0.2882
H 3.98334 -1.06246 6.86606 0.0737
C 4.73922 5.43588 0.91283 -0.6993
N 4.03734 5.68495 -0.37579 0.9217
O 3.98784 4.77672 -1.18275 -0.5369
O 3.55769 6.78565 -0.53080 -0.5161
H 5.11301 4.41857 0.90991 0.2975
H 5.55313 6.15113 0.98339 0.3008
H 4.01605 5.58705 1.71086 0.2368
C 6.25207 -1.34815 4.44053 -0.7107
N 6.58804 -1.81665 5.81424 0.8989
O 5.67706 -2.23374 6.50752 -0.5788
O 7.74627 -1.75030 6.14784 -0.5241
H 5.18538 -1.46582 4.28537 0.2994
H 6.54330 -0.30417 4.37332 0.2752
H 6.81924 -1.95664 3.74263 0.3004
C -1.33435 -5.98363 -1.01628 -0.5684
N -0.10669 -6.68601 -1.49972 0.8396
O 0.49956 -7.35585 -0.69149 -0.5624
O 0.22243 -6.55196 -2.66267 -0.3671
H -1.46358 -6.23275 0.03039 0.3613
H -1.18329 -4.91771 -1.15007 0.0566
H -2.17457 -6.33406 -1.60733 0.2763
C -1.08763 -4.79548 -5.54969 -0.8886
N -2.05057 -4.16692 -4.60949 1.0256
O -1.82348 -4.28343 -3.41802 -0.4836
O -2.99829 -3.57834 -5.08009 -0.5459
H -0.30691 -5.27683 -4.97320 0.0297
H -1.63555 -5.52282 -6.14252 0.4153
H -0.67874 -4.00776 -6.17728 0.4384
C 4.64712 0.42243 11.28298 -0.7235
N 3.31239 0.19628 10.66330 0.8604
O 3.11226 -0.87751 10.12654 -0.5431
O 2.51224 1.10084 10.73445 -0.4946
H 5.24881 -0.46739 11.13967 0.3195
H 5.09329 1.28065 10.78938 0.2874
H 4.48644 0.62020 12.33840 0.2843
C -3.45412 -1.64168 -8.70384 -0.6715
N -2.03188 -2.00623 -8.45339 0.7908
O -1.26728 -1.97454 -9.38878 -0.5120
O -1.73727 -2.31384 -7.31369 -0.4529
H -3.56877 -1.39460 -9.75254 0.3201
H -4.06161 -2.50187 -8.43836 0.2564
H -3.68856 -0.78846 -8.07339 0.2353
C 2.80539 -6.62775 -5.76645 -0.5229
N 2.05254 -6.03866 -6.90753 0.9657
O 1.72222 -6.77719 -7.80399 -0.5253
O 1.82416 -4.84344 -6.85243 -0.5522
H 2.93406 -7.68779 -5.94911 0.2706
H 3.76481 -6.12117 -5.71438 0.3042
H 2.22241 -6.45834 -4.86452 0.0810
C -0.09813 -10.13201 -4.18486 -0.6264
N -0.83886 -9.42638 -5.26716 0.8877
O -1.83786 -9.95015 -5.70280 -0.5227
O -0.38169 -8.36333 -5.63803 -0.4927
H -0.61675 -11.05618 -3.95894 0.3089
H 0.90544 -10.32695 -4.55066 0.2780
H -0.07612 -9.47298 -3.32129 0.1583
C -1.11886 9.04804 -0.42449 -0.7863
N -1.22685 7.98919 0.61636 0.8164
O -1.30129 6.83174 0.24015 -0.4254
O -1.23299 8.34697 1.76914 -0.5260
H -1.12635 8.57542 -1.39988 0.3010
H -1.97134 9.70961 -0.30412 0.3073
H -0.18643 9.57770 -0.25324 0.3102
```


Q: E_tot of number 1 (C29H69Br6NO17P4)?
A: -524910.0703 eV